Entry 1:
This record from OMol25 describes a cluster of 2 separate species, C3H10N2 in total at a distorted geometry. The level of theory is the ωB97M-V functional and the def2-TZVPD basis.

Geometry as XYZ:
```
15
Properties=species:S:1:pos:R:3:forces:R:3
C 1.8942 1.0627 -2.2267 -0.164 -0.401 -0.115
N 2.4814 0.2784 -1.1513 0.180 -0.355 0.555
H 1.4872 0.4434 -3.0294 0.234 -0.079 -0.061
H 2.6467 1.7280 -2.6483 -0.217 0.159 -0.119
H 1.0377 1.6300 -1.8604 0.137 0.275 0.063
H 2.4885 -0.7260 -1.2500 -0.462 0.036 -0.363
H 3.4416 0.5083 -0.9826 0.280 0.371 0.044
C -1.4873 -0.4789 2.7236 0.930 0.092 0.276
C -1.6810 -0.2481 1.4299 -1.153 -0.221 -0.277
N -2.4829 -1.0495 0.6213 0.546 -0.180 0.142
H -1.9234 -1.3193 3.2522 -0.105 0.007 -0.173
H -0.7274 0.0784 3.2604 -0.233 0.090 -0.018
H -1.2920 0.6096 0.9015 0.346 0.086 0.142
H -2.8419 -1.8787 1.0617 -0.284 0.073 -0.110
H -3.0413 -0.6384 -0.1019 -0.035 0.046 0.014
```
Forces are in eV/Å.

HOMO in eV: -8.1
E_tot in a.u.: -229.76508
Gap between HOMO and LUMO in eV: 9.2
Energy above the lowest of the compared OMol25 structures with the same formula, charge and spin in kJ/mol: 116.0
Structure (SMILES): C=CN.CN

Entry 2:
This record from OMol25 describes a structure of composition BaH20O10 at a distorted geometry. The level of theory is the ωB97M-V functional and the def2-TZVPD basis.

Geometry as XYZ:
```
31
Properties=species:S:1:pos:R:3:forces:R:3
Ba 6.1704 -12.9833 -8.2153 -0.369 0.706 -0.327
O 5.9683 -12.5410 -5.4092 -0.396 0.302 -0.143
H 5.6899 -11.6996 -5.0370 -0.586 0.226 -0.232
H 6.7018 -12.7159 -4.8393 0.984 -0.559 0.555
O 7.8764 -11.1510 -9.5967 -0.014 -0.424 0.166
H 8.4885 -10.5652 -9.1587 0.310 0.342 0.111
H 7.7314 -10.7373 -10.4469 -0.156 0.111 -0.346
O 4.6923 -11.4824 -10.0656 -0.641 0.897 3.043
H 4.1398 -10.8100 -9.5755 0.979 -0.868 -0.957
H 4.4957 -11.3303 -10.9604 -0.423 0.143 -2.047
O 3.4267 -12.3162 -7.2185 3.374 3.039 -2.484
H 2.9304 -11.9086 -7.9330 -0.402 -0.159 0.143
H 2.9011 -12.9015 -6.7973 -2.881 -2.934 2.222
O 7.3793 -15.4143 -8.6736 2.439 0.203 0.621
H 7.2420 -16.3575 -8.7303 -0.310 -0.617 0.006
H 8.3478 -15.3838 -8.3901 -1.668 0.073 -0.695
O 8.6178 -12.3344 -6.8443 -0.927 -1.806 0.384
H 9.1069 -11.5643 -6.9982 1.116 1.975 -0.522
H 9.2286 -12.8534 -6.3151 0.066 -0.312 0.179
O 4.5302 -14.8239 -9.7219 -0.932 1.877 0.237
H 5.1316 -15.5349 -9.7206 0.795 -1.594 -0.029
H 3.7991 -15.0344 -9.1354 -0.134 -0.373 -0.111
O 5.2269 -15.0533 -6.6545 2.137 0.745 1.523
H 5.8960 -15.1989 -5.9099 -1.620 0.183 -1.371
H 4.6928 -15.8248 -6.6682 -0.765 -1.220 0.113
O 6.2706 -10.1133 -7.3992 -0.306 -0.531 -0.323
H 5.6030 -9.5740 -6.9997 -1.343 0.448 0.055
H 6.9974 -9.7815 -6.8993 1.464 0.143 0.390
O 6.7954 -13.5940 -10.8881 0.440 -1.211 -0.067
H 7.0717 -13.1811 -11.7054 0.050 0.350 -0.306
H 7.0832 -14.5260 -11.0159 -0.286 0.845 0.210
```
Forces are in eV/Å.

HOMO in eV: -17.9
E_tot in a.u.: -789.50020
Gap between HOMO and LUMO in eV: 11.9
Energy above the lowest of the compared OMol25 structures with the same formula, charge and spin in kJ/mol: 74.7
Net charge: +2

Entry 3:
This record from OMol25 describes a structure of composition C17H30NO2P2RuS at a distorted geometry. The level of theory is the ωB97M-V functional and the def2-TZVPD basis.

Geometry as XYZ:
```
54
Properties=species:S:1:pos:R:3:forces:R:3
C -0.4827 2.4061 -3.3268 -1.612 0.450 1.929
C -0.6246 1.7587 -2.0885 -1.123 0.801 -0.802
N 0.2384 0.7505 -1.7437 -0.837 0.124 0.170
C 1.1094 0.2738 -2.6487 0.899 -0.429 -1.131
C 1.2311 0.8491 -3.9126 -0.089 -0.200 0.417
C 0.4377 1.9365 -4.2524 1.486 0.046 -2.268
C -1.7992 2.0080 -1.2454 2.853 2.044 0.864
P -1.5131 1.4423 0.4672 0.056 0.523 -0.219
Ru 0.0219 -0.2253 0.1999 -0.726 -0.266 1.857
P 1.3215 -1.7931 -0.8083 0.819 0.593 -0.679
C 1.9820 -0.9016 -2.2673 0.226 -0.230 -0.056
O -3.4923 0.4676 -2.3135 -0.672 1.679 -0.018
O -2.0290 -1.4923 -2.5886 -1.184 0.479 -0.592
H -1.1535 3.2375 -3.5348 0.112 -0.173 -0.089
H 1.9598 0.4113 -4.5934 -0.207 0.190 -0.036
H 0.5334 2.4040 -5.2289 -0.018 -0.104 0.216
C -0.8841 2.7391 1.5779 -0.410 0.818 -0.228
C -3.1655 1.0301 1.0752 -0.122 0.019 0.188
H 2.0641 -1.6154 -3.0995 0.117 0.249 0.030
H 2.9967 -0.5587 -2.0144 -0.114 -0.094 0.027
H -2.8237 1.2666 -1.8373 -1.115 -1.536 -0.868
H -2.1691 3.0504 -1.3086 -0.138 -0.550 -0.363
C 2.7077 -2.4358 0.1329 0.587 -0.445 -0.165
C 0.4117 -3.1836 -1.5119 0.189 -0.290 0.008
H -1.5125 -0.7095 -0.8557 1.245 -1.522 1.539
H -2.5947 -2.2753 -2.6886 0.151 0.429 0.029
H -2.6941 -0.6448 -2.5923 1.156 -1.668 -0.104
H -3.9760 0.8948 -3.0499 0.439 -0.283 0.542
H 1.3172 0.5803 0.8171 0.399 0.313 -0.054
H -0.9595 -1.4280 -0.3757 -1.833 0.623 -1.449
H -1.5843 3.5855 1.6196 0.187 -0.041 0.151
H -0.7439 2.3220 2.5858 -0.075 0.033 -0.419
H 0.0907 3.0837 1.2091 -0.284 -0.170 0.077
H -3.7187 1.9539 1.2892 0.001 -0.234 -0.011
H -3.6870 0.4583 0.2958 0.114 0.095 0.285
H -3.0671 0.4274 1.9872 -0.137 0.138 -0.213
H 1.0809 -3.7138 -2.2029 -0.303 -0.112 0.131
H 0.1061 -3.8394 -0.6843 0.000 0.059 -0.299
H -0.4745 -2.7870 -2.0385 0.500 -0.163 0.180
H 3.4215 -2.9264 -0.5429 -0.037 -0.047 0.283
H 3.2008 -1.6147 0.6685 -0.199 -0.200 -0.196
H 2.3246 -3.1580 0.8645 0.127 0.137 -0.182
S -0.4301 -1.5107 2.0491 -1.014 -1.540 0.670
C 0.5875 -0.8684 3.2771 0.406 0.280 0.994
C 0.1312 0.2114 4.0558 0.457 -0.098 -0.075
C 0.9805 0.7904 4.9978 0.086 -0.375 -0.186
C 2.2633 0.2650 5.1975 0.102 0.130 0.072
C 2.6943 -0.8513 4.4695 -0.365 0.162 0.032
C 1.8493 -1.4338 3.5285 -0.046 0.244 -0.055
H -0.8881 0.5700 3.8952 0.354 -0.015 0.109
H 0.6395 1.6514 5.5681 0.093 -0.168 -0.020
H 2.9318 0.7297 5.9307 -0.277 -0.201 -0.310
H 3.6882 -1.2651 4.6325 -0.217 0.081 0.028
H 2.1442 -2.3234 2.9635 -0.006 0.412 0.257
```
Forces are in eV/Å.

Spin multiplicity: 6
HOMO (alpha / beta) in eV: -4.3 / -8.1
E_tot in a.u.: -2046.51431
Gap between HOMO and LUMO (alpha / beta) in eV: 4.9 / 5.7